(1)
Computed, not measured: a cluster of 6 separate species, C50H51BrN3O13 in total, with the ωB97M-V functional and the def2-TZVPD basis.

```
! RIJCOSX wB97M-V def2-TZVPD def2/J DEFGRID3
* xyz 1 1
O 1.415 9.049 4.038
C -7.121 -4.946 3.511
H 0.731 -2.212 5.833
C 4.766 3.429 1.527
C 0.873 7.457 0.916
H -3.654 -4.694 3.457
C 3.322 1.750 2.582
H -9.595 -3.073 2.433
C -1.022 -4.130 1.323
H -2.558 -2.789 1.801
C 5.538 7.040 -4.506
H -8.786 -4.279 4.785
O 4.505 4.314 -2.492
O -1.986 1.086 3.654
H -3.636 -3.974 -7.219
C 4.760 6.294 -3.727
O 5.719 4.174 1.608
C -0.966 -4.305 -4.340
H -0.180 8.945 1.993
H 0.501 -0.568 0.556
O 1.545 -3.637 4.540
H 0.041 -5.683 -5.594
C -0.800 -5.016 -5.451
H 2.910 -5.987 3.110
C 1.600 8.306 3.100
C 0.412 -4.140 -0.428
H -1.691 -3.324 3.237
H -6.552 -5.511 4.252
C -0.679 6.522 -6.483
H -2.014 0.853 4.587
C 3.953 3.347 0.290
H -7.836 -3.754 0.592
C -8.291 -4.312 3.819
C 5.225 4.993 -3.201
H 0.651 7.988 -7.237
C -0.930 0.338 3.035
H 1.431 6.648 -3.153
H -0.272 -4.344 -3.507
C -4.429 -4.375 1.477
C -2.090 -3.668 2.272
C 0.942 -6.798 2.827
C 1.190 7.438 -5.186
C 0.543 -5.341 0.232
C 0.362 7.348 -6.412
H -1.296 6.443 -7.369
C -3.254 -4.706 2.432
H 3.016 1.112 3.403
H 0.204 7.420 0.065
H 4.253 3.981 -0.531
C 2.906 2.529 0.210
C -8.713 -3.689 2.566
C 2.770 7.394 3.059
O -2.001 4.900 -5.405
H 0.877 -5.576 5.164
C 2.511 1.670 1.344
O -2.266 -2.753 -3.147
H -1.034 -6.001 3.100
H -1.520 0.734 0.994
C -1.054 5.655 -5.340
C -2.125 -3.400 -4.168
H 3.823 5.909 1.981
H 0.836 -7.502 3.665
H -0.517 -1.844 -1.026
C -0.989 -2.067 -0.064
O 2.225 5.800 -0.067
H -2.377 -0.626 1.820
H 3.440 7.432 3.908
H -0.027 0.963 2.972
C 1.690 -5.074 4.624
H 6.910 3.594 -3.170
H 4.976 2.637 3.563
C 6.906 6.602 -4.876
H -0.685 -0.519 3.694
O 1.552 0.920 1.268
O 2.139 8.191 -5.120
H 1.448 -7.374 2.028
H -4.813 -3.353 1.623
C -0.441 -6.381 2.253
H -2.081 -1.998 -0.094
C 0.667 8.273 1.946
C 4.370 2.565 2.668
C -0.225 5.745 -4.112
H -0.514 5.105 -3.288
C -2.936 -4.023 -6.395
H -3.939 -2.646 -5.135
C 7.371 5.295 -4.345
C 2.042 6.546 0.876
C -5.601 -5.394 1.608
H -5.326 -6.261 2.227
C -3.099 -3.313 -5.280
H 2.300 2.456 -0.685
H 0.073 -1.699 1.827
H 3.761 6.599 -3.446
C -1.775 -4.932 -6.568
Br 1.374 -3.581 -1.948
C 0.815 6.570 -4.041
C 0.516 -3.145 5.272
N -0.535 -3.446 0.276
H -5.893 -5.808 0.628
C -1.401 -0.144 1.651
N -6.791 -4.807 2.194
C -0.363 -1.096 1.005
C 1.875 -5.614 3.171
O -0.600 -3.603 5.315
H -0.947 -7.258 1.824
H 2.618 -5.275 5.183
C -7.778 -4.050 1.638
H 5.212 7.995 -4.901
H -2.913 -5.711 2.150
N -0.328 -5.280 1.289
H 1.208 -6.169 0.013
H -4.099 -4.430 0.421
H 1.805 -4.759 2.487
O 7.615 7.281 -5.584
C 6.590 4.549 -3.567
C 2.975 6.578 2.027
O -1.628 -5.579 -7.580
H 8.371 4.989 -4.626
*
```

* frontier orbital gap: 6.554 eV
* LUMO energy: -3.5 eV

=====

(2)
Computed, not measured: a structure of composition C50H52BBr3N2O4PSeTa, with the ωB97M-V functional and the def2-TZVPD basis.

```
! RIJCOSX wB97M-V def2-TZVPD def2/J DEFGRID3
* xyz 2 1
C -2.603 -3.486 -0.232
Br 8.160 -2.730 -0.937
Br -0.587 0.298 2.779
H -5.333 2.827 -1.974
O 1.735 -1.654 3.523
C -2.959 -3.607 -2.799
C -2.035 4.357 1.591
C 2.677 4.535 0.611
C -3.630 -2.280 -3.138
H 3.858 3.506 -1.511
C -6.486 -2.426 1.755
C -0.726 4.544 -0.904
H -3.492 -2.039 -4.193
C -0.372 3.544 0.021
C 3.957 2.458 -1.786
H 2.216 -2.636 6.126
C 4.636 -4.390 4.468
C 3.744 5.063 1.305
H -5.667 2.139 -0.411
O 3.025 -2.419 1.803
Ta 1.368 -0.214 0.460
P 1.024 2.387 -0.114
B 1.983 -1.577 2.166
H -0.486 4.338 -3.044
C 1.685 0.997 -4.434
H 4.007 6.106 1.191
O 3.273 -0.374 -0.385
H -0.663 2.789 2.014
H -0.461 0.828 -4.447
H -6.693 0.747 -2.179
H -5.397 -0.196 -1.457
C 2.650 0.927 1.896
H -1.873 -3.524 -2.906
N -3.406 -0.032 0.483
H -2.127 -1.094 4.118
H -5.148 0.595 -3.011
C 2.656 -2.570 4.018
H -3.279 -4.348 -3.534
H -1.545 -3.332 -0.438
C -1.005 3.499 1.268
C 4.449 -3.945 3.162
C -5.690 -0.135 1.591
C 2.793 1.411 -3.712
C 6.051 -4.108 -2.260
H -2.501 4.309 2.567
C 3.059 2.363 1.642
Br -1.115 -2.909 2.758
H 1.030 4.582 -2.195
H 2.693 -3.680 -2.444
C 4.066 -2.411 -1.385
H 4.496 -5.187 -3.259
C 0.417 1.114 -3.884
H -3.258 5.973 0.877
H 4.236 1.910 -0.889
H 4.778 2.377 -2.495
H -5.239 -3.996 0.980
H 3.570 0.334 1.957
H 3.773 1.356 -4.171
C -3.204 1.414 0.326
H -7.553 -0.697 2.453
C 2.696 1.934 -2.423
H 4.710 2.295 3.014
Se -0.933 -0.704 -0.856
C 3.440 -3.029 2.978
C -6.650 -1.048 1.973
H -2.082 6.153 -1.265
C -0.021 4.852 -2.201
C 2.828 -3.001 5.313
H -2.150 1.601 0.504
C 5.388 -2.156 -1.019
C -2.449 5.290 0.651
C -5.360 -2.934 1.142
C 0.289 1.606 -2.601
C -1.792 5.381 -0.562
H 5.416 -5.110 4.672
H -4.375 -4.159 -1.269
H 4.026 -4.300 6.517
H -3.764 1.903 1.123
H -0.700 1.706 -2.167
H 5.631 -1.306 -0.396
H 6.836 -4.771 -2.598
H -0.401 -1.392 4.575
O 1.783 -1.835 -0.860
H -7.265 -3.104 2.077
H -3.074 1.397 -1.814
C -2.580 -0.977 0.016
H 2.211 0.875 2.899
C -3.605 1.962 -1.039
C 1.407 2.000 -1.849
N -3.162 -2.179 0.130
C 2.360 3.182 0.764
C 6.372 -3.023 -1.452
H 1.811 0.608 -5.435
C -5.614 0.707 -2.030
H -5.824 0.925 1.761
C -1.121 -1.299 3.774
C 3.727 -3.503 -2.181
H -3.228 -1.444 -2.566
C 4.732 -4.342 -2.628
C -5.110 1.969 -1.338
H 5.323 4.655 2.703
H -2.984 -5.212 -1.370
C 4.484 4.243 2.158
H -4.705 -2.328 -2.951
C 4.143 2.914 2.329
H -0.090 5.921 -2.396
H 2.095 5.163 -0.053
C 3.029 -1.535 -0.888
H -2.684 -4.110 0.660
H 5.058 -4.297 2.341
C -4.552 -0.649 0.976
H -3.210 2.982 -1.074
C -4.396 -2.011 0.748
C -3.291 -4.165 -1.414
C 3.845 -3.930 5.517
*
```

* frontier orbital gap: 6.617 eV
* LUMO energy: -6.4 eV
* energy above the lowest of the compared OMol25 structures with the same formula, charge and spin: 37.2 kcal/mol

=====

(3)
Computed, not measured: a structure of composition C50H52N4O2P2PbSSi2Te, with the ωB97M-V functional and the def2-TZVPD basis.

```
! RIJCOSX wB97M-V def2-TZVPD def2/J DEFGRID3
* xyz -2 1
C 3.589 -2.039 1.595
H -3.826 1.791 1.072
C 2.261 -3.991 1.226
H 4.344 -1.502 2.097
Te 2.709 1.971 -11.439
H 0.649 5.509 2.543
H -3.740 -1.144 3.587
H -5.461 1.843 2.329
H 3.057 6.617 2.918
O -2.470 3.764 0.507
C 1.934 -3.332 -4.392
C -2.776 -2.958 -1.434
H -2.450 1.569 8.164
H -3.676 0.881 6.432
N -3.255 -0.735 0.249
H -1.852 -4.405 -4.339
H 1.754 2.711 0.490
C 1.114 -1.244 -5.293
H 4.302 2.677 4.724
C 3.219 -3.328 1.920
C -1.930 -3.315 -2.515
H -2.069 1.422 3.881
H -5.377 -5.056 -2.005
H -1.158 -4.390 4.935
C -0.329 1.853 2.473
C 3.286 3.396 4.291
C -4.013 -3.580 -1.285
H 1.422 3.576 -2.755
H 2.171 2.262 -3.598
H -1.013 -2.830 -2.567
C -4.490 -4.491 -2.224
S 2.059 1.749 -8.132
C 0.956 -0.740 -4.032
C 3.126 2.039 -9.416
N -1.314 4.025 2.648
H -4.579 -3.335 -0.405
P 0.870 -0.823 -1.230
C -0.759 2.906 7.278
C 2.238 2.897 -2.728
H -0.303 -2.168 4.277
N 1.214 0.687 -1.224
C 2.621 5.391 3.162
H -5.875 -1.527 3.163
C 1.411 4.868 2.957
H 2.208 -4.446 -4.423
N -0.770 2.266 1.301
H -0.070 3.226 8.179
Si -4.578 -0.493 1.264
H 3.249 1.783 1.081
C 3.635 4.665 3.824
H -7.123 0.475 0.617
H 3.177 3.509 -2.719
C -1.498 -3.826 3.865
H 4.698 5.163 3.931
H -3.951 0.839 2.917
H 3.525 3.448 0.391
Si 2.584 1.662 -1.311
C 1.035 3.648 3.387
C -1.574 3.405 1.381
C -2.361 1.580 6.044
C -0.405 3.223 3.377
C -0.795 -0.941 -0.967
H 2.776 3.533 -14.824
H 1.835 1.858 4.415
H 5.088 1.304 -1.716
C 4.354 2.361 -7.401
H 2.002 -5.082 1.494
C 1.605 -2.540 -5.490
H -4.087 -5.497 -4.058
H -6.448 -0.901 -0.592
H 0.512 0.294 -3.886
H 0.646 -3.800 -0.300
H 3.976 1.125 -2.945
C 2.826 2.493 0.358
C -2.115 -4.129 1.540
C -4.404 1.237 1.848
H 4.049 -0.233 -2.041
C -6.135 -0.512 0.369
H 1.699 -2.934 -6.446
H 2.082 -3.407 -2.294
H 0.678 -0.547 -6.108
H 3.776 -3.903 2.669
H 5.201 2.603 -6.831
C -3.743 -4.753 -3.350
H -6.827 -1.127 1.015
C -4.710 -1.749 2.767
C -0.938 2.791 4.724
C 4.129 0.836 -1.949
H 0.513 4.054 5.788
H 2.901 -0.318 0.623
C 1.303 -1.497 -2.909
C 1.932 2.926 4.177
C -0.294 3.329 5.887
C -2.472 -4.213 -3.486
C 1.623 -3.294 0.163
Pb -1.311 1.369 -0.804
H 5.196 2.701 -9.502
H -2.560 -5.749 3.215
C 2.814 -1.387 0.705
O 0.271 0.792 2.799
P -2.119 -1.713 -0.248
C -2.082 -4.609 2.816
H -4.884 -2.778 2.527
C 4.322 2.413 -8.840
H 2.818 1.984 -5.862
C 1.797 -2.784 -3.141
H -0.713 -1.050 2.007
C 3.130 2.088 -6.889
C 1.806 -1.926 0.000
C -0.966 -2.613 3.486
C -1.959 2.010 4.823
C -1.764 -2.823 1.243
C -1.137 -2.085 2.260
C -1.850 2.033 7.299
H -2.725 -4.837 0.856
*
```

* frontier orbital gap (spin up / spin down): 2.360 / 4.009 eV
* LUMO energy (spin up / spin down): 0.3 / 2.0 eV

=====

(4)
Computed, not measured: a structure of composition C50H53AsIrN6O5S2, with the ωB97M-V functional and the def2-TZVPD basis.

```
! RIJCOSX wB97M-V def2-TZVPD def2/J DEFGRID3
* xyz 2 2
O -9.072 1.152 -0.352
H -2.653 -3.279 -3.561
O -0.099 -0.273 1.925
H 2.360 -3.310 0.383
H -5.578 -5.235 0.956
C -6.936 0.218 0.249
C -4.246 -3.706 1.637
H 0.631 -0.338 4.413
C 1.115 -0.073 2.344
H -1.263 -0.643 -6.139
C 0.085 -3.297 2.895
C -4.742 1.131 -0.114
H 3.912 5.371 1.654
H 0.751 0.707 -5.208
H -7.144 -1.141 1.886
C -6.466 -0.497 1.347
H 2.457 0.346 -1.839
S -2.640 0.621 1.554
H 0.676 -1.668 -2.452
C 1.867 -4.725 -3.309
Ir -0.617 -0.065 0.014
C 4.795 4.756 1.726
H 3.863 3.363 3.051
H -1.484 1.096 -5.946
H -8.626 1.953 -0.044
H -2.191 3.365 0.916
N -1.115 0.279 -1.892
C -1.649 0.128 -5.472
H -3.433 -0.487 -1.437
H 2.445 -5.220 -4.072
C -3.461 -1.367 -2.074
N 4.841 1.036 3.786
C -4.280 0.439 1.007
H 3.811 -4.030 2.236
C 2.160 0.166 1.410
C -2.612 -4.476 -0.472
O -8.793 -1.047 -0.478
H 2.018 -2.800 -4.225
C 5.881 2.767 2.587
H 2.897 -4.226 4.519
S -0.054 2.571 0.102
C 0.745 5.013 0.805
H 5.389 7.849 -0.584
C -8.354 0.034 -0.217
C 4.104 0.518 -0.475
O 6.095 6.162 0.228
H -3.138 -2.179 -4.848
H -1.676 4.166 -0.584
H -2.717 -0.001 -5.339
H 4.160 6.578 -0.382
H 0.988 0.448 -3.479
C -0.726 4.964 1.209
C 2.766 0.334 -0.804
C 4.473 0.535 0.862
H -6.439 1.591 -1.324
C 7.111 4.296 1.187
As -0.503 -2.542 0.138
C 0.602 -3.160 1.612
C 0.664 -4.816 -1.235
H -3.366 -2.261 -1.453
C 1.256 3.588 0.901
N -2.405 -1.287 -3.057
H -4.886 -3.411 2.453
C 1.428 -0.115 3.719
H 4.735 7.505 1.034
H -4.058 1.754 -0.673
C 3.735 0.521 3.269
C -2.403 -2.338 -4.053
C 0.305 0.847 -4.226
C 4.756 3.627 2.501
H 7.954 2.538 2.055
C -6.071 1.042 -0.470
C 5.025 7.065 0.077
H 0.189 1.922 -4.052
C -4.636 -4.736 0.794
H 2.178 3.410 0.354
C 1.617 -3.366 -3.400
C -1.360 3.843 0.405
H 2.911 0.208 5.216
C 0.912 -3.675 3.938
C -3.036 -3.064 1.432
H 0.504 -3.777 4.932
H -0.654 1.180 -2.085
H 1.354 3.254 1.932
C 3.495 0.400 1.845
O 0.232 2.659 -1.346
C 2.693 0.171 4.161
N 5.815 1.602 3.224
H 0.826 5.360 -0.227
C 0.390 -3.453 -1.335
H -4.138 -5.902 -0.931
C -3.826 -5.111 -0.265
C -2.202 -3.464 0.393
C 2.772 -3.808 2.426
C 7.079 3.158 1.941
H -1.220 5.910 0.997
H 5.514 0.626 1.135
H 1.594 -6.506 -2.151
C -5.156 -0.357 1.751
H -0.968 -3.117 3.075
H 1.303 5.692 1.451
C 0.876 -2.732 -2.416
C 5.965 5.103 1.037
H 0.324 -5.366 -0.361
C -1.492 -0.292 -3.035
H -1.978 -4.764 -1.305
C 1.953 -3.408 1.384
N 1.824 0.144 0.098
H -1.411 -2.435 -4.486
C 2.254 -3.930 3.705
H 8.017 4.612 0.696
N -0.952 0.126 -4.201
H -0.812 4.767 2.278
C 1.388 -5.450 -2.229
H -2.725 -2.241 2.068
H 4.843 0.637 -1.250
H -4.429 -1.407 -2.581
H -4.787 -0.857 2.632
*
```

* expectation value of S²: 0.798
* frontier orbital gap (spin up / spin down): 5.361 / 5.563 eV
* LUMO energy (spin up / spin down): -6.8 / -6.8 eV
* energy above the lowest of the compared OMol25 structures with the same formula, charge and spin: 57.8 kcal/mol

=====

| no. | strongest force on any atom (eV/A) |
| --- | --- |
| 1 | 2.539 |
| 2 | 0.630 |
| 3 | 8.417 |
| 4 | 3.187 |